# 1
Computed, not measured: a molecular structure, C15H23Cl3NO2PSr in a non-equilibrium geometry, with ωB97M-V/def2-TZVPD.

Positions of all 46 atoms, in Å:
1 C -2.499 0.140 -4.004
2 C -2.324 -1.055 -3.295
3 C -1.750 -1.037 -2.001
4 C -1.378 0.175 -1.465
5 C -1.442 1.360 -2.176
6 C -2.060 1.353 -3.456
7 C -1.524 -2.360 -1.337
8 C -0.299 -3.097 -1.908
9 N 0.959 -2.390 -1.795
10 Sr -1.754 0.534 1.221
11 C -0.839 2.607 -1.544
12 P 0.810 2.287 -0.751
13 H -2.635 -2.019 -3.710
14 H -2.184 2.301 -4.009
15 H -2.957 0.106 -5.002
16 H -1.462 3.015 -0.720
17 H -0.668 3.422 -2.254
18 H -1.407 -2.301 -0.254
19 H -2.380 -3.014 -1.511
20 H -0.173 -4.043 -1.358
21 C 1.347 4.011 -0.423
22 C 1.743 1.941 -2.305
23 H -0.476 -3.303 -2.976
24 C 1.552 -1.827 -2.973
25 C 1.860 -2.743 -0.726
26 H 1.301 0.495 1.151
27 H 2.078 -2.585 -3.582
28 H 0.783 -1.370 -3.613
29 H 2.297 -1.064 -2.703
30 H 2.426 -3.666 -0.955
31 H 2.594 -1.938 -0.564
32 H 1.290 -2.922 0.199
33 H 1.875 2.868 -2.886
34 H 2.728 1.512 -2.073
35 H 1.213 1.201 -2.918
36 H 1.435 4.598 -1.344
37 H 0.620 4.482 0.248
38 H 2.312 4.019 0.100
39 H 1.217 0.096 0.541
40 Cl -1.518 -1.649 5.548
41 C -1.613 -1.121 3.910
42 Cl -3.275 -0.529 3.460
43 Cl -0.481 0.328 3.698
44 C -1.221 -2.235 2.846
45 O -0.997 -3.387 3.176
46 O -1.202 -1.692 1.664

The value obtained for the HOMO energy is -6.724 eV. The energy relative to the best compared isomer or geometry (same formula, charge and spin) is 11.8 kcal per mole. Its charge is 0. Its total energy is -2543.1665 Ha. The value obtained for the maximum force is 3.0 eV/A. For the HOMO-LUMO gap, the calculation gives 5.75 eV. As for the multiplicity: 1.

---

# 2
Computed, not measured: 2 unconnected molecules or ions with the total composition CH5N2OS in a non-equilibrium geometry, with ωB97M-V/def2-TZVPD.

Positions of all 10 atoms, in Å:
1 N -0.356 1.380 -0.350
2 C -0.537 0.269 -1.139
3 N 0.177 -0.816 -0.669
4 O -1.274 0.317 -2.105
5 H -0.825 2.209 -0.663
6 H -0.018 1.328 0.595
7 H 0.589 -0.800 0.807
8 H 0.140 -1.602 -1.321
9 S 1.091 -0.521 2.198
10 H 1.013 -1.764 2.647

The value obtained for the HOMO energy (spin up / spin down) is -9.117 / -9.086 eV. The energy relative to the best compared isomer or geometry (same formula, charge and spin) is 0.0 kcal per mole. Its charge is 0. Its total energy is -623.9708 Ha. The value obtained for the maximum force is 2.2 eV/A. For the HOMO-LUMO gap (spin up / spin down), the calculation gives 9.84 / 5.85 eV. The expectation value of S² is 0.759. As for the multiplicity: 2.

---

# 3
Computed, not measured: 2 unconnected molecules or ions with the total composition C3H7NO2S in a non-equilibrium geometry, with ωB97M-V/def2-TZVPD.

Positions of all 14 atoms, in Å:
1 O 0.184 -0.403 1.256
2 C 0.568 -0.336 -0.090
3 O 1.618 -0.916 -0.545
4 C 0.398 1.069 -0.657
5 C -0.735 -0.021 -0.977
6 S -2.501 0.504 -0.323
7 N -0.056 2.163 0.170
8 H -0.731 -0.631 1.200
9 H 0.915 1.273 -1.565
10 H -0.899 -0.073 -2.103
11 H 0.811 -3.548 1.470
12 H 1.146 -3.254 0.857
13 H 0.382 2.234 1.056
14 H -1.098 1.940 0.250

The value obtained for the HOMO energy is -9.327 eV. The energy relative to the best compared isomer or geometry (same formula, charge and spin) is 174.2 kcal per mole. Its charge is 0. Its total energy is -721.6851 Ha. The value obtained for the maximum force is 7.2 eV/A. For the HOMO-LUMO gap, the calculation gives 5.49 eV. As for the multiplicity: 1.

---

# 4
Computed, not measured: a molecular structure, C3H7N3 in a non-equilibrium geometry, with ωB97M-V/def2-TZVPD.

Positions of all 13 atoms, in Å:
1 C -0.553 -0.944 -0.617
2 C 0.242 0.309 0.615
3 C -0.449 0.546 -0.684
4 N 0.167 -0.925 0.625
5 N -1.028 -1.913 -1.249
6 N 1.976 2.059 1.691
7 H 0.160 0.916 -1.538
8 H -1.455 0.988 -0.587
9 H 0.266 -1.594 1.300
10 H -1.556 -1.592 -2.072
11 H -1.223 -2.842 -0.868
12 H 1.748 2.545 0.789
13 H 1.705 2.446 2.595

The value obtained for the HOMO energy (spin up / spin down) is -19.662 / -19.808 eV. The energy relative to the best compared isomer or geometry (same formula, charge and spin) is 156.5 kcal per mole. Its charge is +2. Its total energy is -281.8380 Ha. The value obtained for the maximum force is 6.8 eV/A. For the HOMO-LUMO gap (spin up / spin down), the calculation gives 7.74 / 9.25 eV. As for the multiplicity: 1.

---

# 5
Computed, not measured: 2 unconnected molecules or ions with the total composition C5H12O2, with ωB97M-V/def2-TZVPD.

Positions of all 19 atoms, in Å:
1 C 2.365 0.054 1.223
2 C 1.041 0.622 0.724
3 C 0.518 -0.205 -0.453
4 O 0.244 -1.522 -0.024
5 C -0.729 0.388 -1.140
6 C -1.736 0.736 -0.082
7 O -2.180 -0.091 0.691
8 H 2.216 -0.992 1.505
9 H 3.111 0.082 0.419
10 H 2.757 0.609 2.083
11 H 0.291 0.570 1.526
12 H 1.145 1.674 0.431
13 H 1.296 -0.279 -1.219
14 H -0.579 -1.470 0.491
15 H -1.143 -0.408 -1.765
16 H -0.509 1.248 -1.784
17 H -2.002 1.803 0.028
18 H -3.165 -1.370 -1.679
19 H -2.940 -1.451 -0.977

The value obtained for the HOMO energy is -10.109 eV. The energy relative to the best compared isomer or geometry (same formula, charge and spin) is 43.2 kcal per mole. Its SMILES is CC[C@@H](O)CC=O.[H][H]. Its charge is 0. Its total energy is -348.1360 Ha. The value obtained for the maximum force is 0.6 eV/A. For the HOMO-LUMO gap, the calculation gives 10.84 eV. As for the multiplicity: 1.